Entry 1:
Entry from OMol25: a single C21H15F4NO4S molecule (the ωB97M-V functional and the def2-TZVPD basis).

Last column: Mulliken charge in e.
CARTESIAN COORDINATES (ANGSTROEM)
C1 -1.751 1.462 1.652  0.08
C2 -1.880 -0.943 1.492  -0.30
C3 -3.168 -0.921 2.016  -0.62
C4 -0.308 -1.848 -1.767  0.14
C5 0.314 0.108 0.783  -0.43
C6 -2.486 -0.395 -2.792  -0.79
H1 2.272 -1.768 -1.666  0.14
C7 2.085 0.302 -1.106  -0.05
O1 0.627 1.415 3.202  -0.63
H2 -3.709 -1.843 2.230  0.45
O2 -5.712 1.542 2.606  -0.58
C8 -3.802 0.315 2.269  -0.18
H3 -1.156 -3.544 -2.765  0.39
C9 4.820 0.468 -1.611  0.30
H4 4.577 2.614 -1.464  0.42
C10 -3.054 1.503 2.140  -0.79
C11 -0.400 -0.475 -1.556  0.06
H5 -3.104 -2.263 -3.688  0.40
C12 -1.500 0.245 -2.050  -0.24
O3 -5.870 -0.657 2.581  -0.58
H6 -1.588 1.311 -1.798  0.32
F1 6.187 0.523 -1.627  -0.34
C13 -1.272 -2.482 -2.565  -1.03
C14 -2.360 -1.761 -3.073  -0.44
C15 4.098 1.645 -1.454  -0.66
C16 2.732 1.540 -1.215  -0.23
H7 -3.352 0.177 -3.134  0.40
N1 -5.202 0.399 2.507  0.93
H8 0.289 1.363 -0.891  0.48
H9 0.711 -0.891 1.049  0.72
H10 -1.222 2.417 1.591  0.45
H11 2.148 2.456 -1.125  0.32
F2 3.888 0.696 2.506  -0.22
H12 -1.394 -1.898 1.267  0.38
H13 4.763 -1.675 -1.826  0.44
C17 4.194 -0.769 -1.670  -0.73
H14 0.491 -2.412 -1.276  0.41
H15 -3.519 2.436 2.450  0.46
S1 1.323 1.191 1.956  1.18
C18 2.750 -0.012 2.423  0.68
F3 2.501 -0.624 3.592  -0.24
O4 1.891 2.297 1.226  -0.59
C19 0.583 0.322 -0.690  0.35
C20 -1.139 0.238 1.294  -0.02
F4 2.905 -0.974 1.475  -0.18
C21 2.801 -0.832 -1.499  -0.06

Computed properties:
**LUMO**: -1.21 eV
**Relative energy (zero: lowest compared OMol25 entry of this formula, charge and spin)**: 0.0 kJ/mol
**E_HOMO**: -9.40 eV
**Orbital gap**: 8.2 eV

***

Entry 2:
Entry from OMol25: a molecular structure, C21H15N4OS2V (the ωB97M-V functional and the def2-TZVPD basis).

Last column: Mulliken charge in e.
CARTESIAN COORDINATES (ANGSTROEM)
H1 -6.764 2.350 -0.289  0.37
C1 -1.417 -2.486 0.017  1.38
C2 -1.614 3.954 0.793  -0.16
S1 -4.125 -1.786 0.410  -0.44
H2 -1.436 4.457 -0.151  0.35
C3 0.846 -3.036 -0.348  -0.22
C4 -4.661 2.509 -0.708  -0.62
C5 -1.203 2.049 2.226  0.32
H3 -0.250 0.744 3.713  0.30
C6 -0.760 -4.791 0.093  -0.66
H4 -2.526 2.383 -1.025  0.53
N1 0.236 0.148 1.832  0.90
H5 -3.261 4.316 3.742  0.40
H6 1.874 -2.750 -0.550  0.39
C7 2.249 -0.740 1.633  0.34
N2 3.315 -1.482 2.121  -0.52
C8 -2.459 -1.458 0.030  0.67
V1 0.003 0.119 -0.121  -0.37
C9 -1.018 2.677 0.954  0.73
C10 -2.006 2.663 3.193  -0.49
C11 -5.760 0.502 0.077  -0.51
C12 -0.407 0.900 2.646  -0.82
H7 -4.727 3.548 -1.002  0.37
H8 -6.654 -0.028 0.379  0.38
O1 -0.358 2.149 -0.026  -0.82
C13 -5.815 1.829 -0.302  -0.52
N3 -2.201 -0.219 -0.294  -0.08
S2 2.469 0.090 0.112  -0.45
H9 -2.116 2.165 4.152  0.36
H10 -2.767 -4.143 0.408  0.28
H11 1.330 -5.121 -0.287  0.36
C14 -2.410 4.522 1.761  -0.32
C15 -3.365 0.547 -0.321  -0.41
H12 3.036 -2.167 2.807  0.27
C16 -1.747 -3.834 0.197  -0.70
H13 -0.991 -5.841 0.223  0.36
C17 -0.116 -2.008 -0.243  -0.47
C18 -3.433 1.878 -0.726  -0.36
H14 -2.863 5.490 1.576  0.36
H15 3.924 -1.832 1.401  0.26
C19 -4.522 -0.135 0.056  0.78
N4 1.206 -0.684 2.406  -1.16
C20 0.546 -4.377 -0.192  -0.62
C21 -2.636 3.873 2.978  -0.75

Computed properties:
**LUMO (alpha / beta)**: 2.56 / 2.56 eV
**<S²>**: 3.77
**Charge**: -1
**E_HOMO (alpha / beta)**: -3.01 / -4.45 eV
**Orbital gap (alpha / beta)**: 5.6 / 7.0 eV
**2S+1**: 4

***

Entry 3:
Entry from OMol25: a molecular structure, C21H16AuN3OS5 (the ωB97M-V functional and the def2-TZVPD basis).

Last column: Mulliken charge in e.
CARTESIAN COORDINATES (ANGSTROEM)
C1 0.312 3.004 -1.223  -0.59
C2 0.478 3.176 1.166  -0.60
C3 0.441 1.794 1.220  -0.23
C4 0.387 5.220 -0.183  -0.16
S1 5.311 -0.447 6.306  -0.30
H1 -3.301 1.143 -1.508  0.46
H2 0.210 0.966 -1.920  0.49
H3 -0.845 -3.565 -0.155  0.43
C5 0.257 -3.260 -1.949  0.46
H4 0.266 3.451 -2.206  0.49
Au1 0.246 -1.212 0.164  0.51
H5 -1.846 -3.136 -2.340  0.33
C6 4.295 -0.592 5.015  0.09
C7 0.398 3.788 -0.078  0.75
H6 -2.553 -0.409 2.201  0.50
N1 0.326 1.040 0.126  0.06
H7 0.504 1.250 2.156  0.26
H8 -2.615 1.857 3.276  0.42
H9 -3.380 3.494 -0.620  0.42
C8 1.510 -3.359 -2.568  -0.33
C9 -3.172 1.394 -0.467  -0.33
O1 -2.856 -0.850 -0.160  -0.62
C10 0.516 -3.362 -4.765  -0.43
H10 0.928 -3.724 0.023  0.42
H11 0.615 -3.398 -5.842  0.35
C11 0.279 1.631 -1.069  -0.54
H12 0.564 3.758 2.073  0.50
C12 -2.755 0.505 1.663  -0.33
C13 3.240 -0.737 2.567  0.12
S2 4.802 -0.531 3.371  -0.11
C14 -0.863 -3.228 -2.789  -0.34
N2 -2.945 0.313 0.326  0.60
C15 -2.789 1.764 2.212  -0.71
H13 2.628 -3.470 -4.386  0.35
C16 0.124 -3.177 -0.474  -1.48
S3 3.246 -0.782 0.904  -0.31
C17 1.639 -3.404 -3.946  -0.45
C18 -3.208 2.668 0.058  -0.63
S4 2.591 -0.810 5.162  -0.10
C19 -0.737 -3.277 -4.169  -0.50
C20 -3.016 2.877 1.414  -0.21
S5 0.527 -1.098 3.124  -0.39
H14 -1.628 -3.252 -4.786  0.35
H15 -3.036 3.873 1.834  0.44
N3 0.359 6.365 -0.273  -0.51
H16 2.396 -3.380 -1.943  0.33
C21 2.151 -0.870 3.457  0.05

Computed properties:
**LUMO (alpha / beta)**: 1.45 / 1.20 eV
**Relative energy (zero: lowest compared OMol25 entry of this formula, charge and spin)**: 43.7 kJ/mol
**<S²>**: 0.77
**Charge**: -1
**E_HOMO (alpha / beta)**: -3.96 / -3.96 eV
**Orbital gap (alpha / beta)**: 5.4 / 5.2 eV
**2S+1**: 2

***

Entry 4:
Entry from OMol25: a molecular structure, C21H16BCl4MnN7S (the ωB97M-V functional and the def2-TZVPD basis).

Last column: Mulliken charge in e.
CARTESIAN COORDINATES (ANGSTROEM)
C1 -3.694 0.938 -2.083  -1.33
H1 -1.952 -2.582 5.937  0.43
Cl1 -2.193 -0.500 1.527  -0.03
C2 -2.927 2.095 -2.101  -0.09
H2 0.348 -4.913 -1.486  0.52
C3 -2.151 -1.661 4.018  -0.78
C4 1.166 -4.414 -0.983  -0.68
C5 -1.435 -2.270 5.041  -0.54
C6 3.314 -3.104 0.227  0.12
N1 -0.141 2.801 0.130  -0.04
C7 -0.081 -1.458 2.748  -0.73
H3 -3.132 -1.022 -1.195  0.47
C8 -0.071 -2.480 4.926  -0.54
C9 1.435 2.017 -3.017  -0.06
H4 1.444 2.963 -3.532  0.50
N2 -1.772 1.856 -1.478  -0.02
C10 0.500 3.406 2.156  -1.28
C11 -2.912 0.010 -1.415  -0.06
B1 -0.482 2.700 -1.364  -0.17
C12 0.179 3.856 0.887  -0.07
H5 0.497 1.303 2.874  0.51
N3 0.783 0.542 -1.538  0.65
C13 2.393 -5.048 -0.824  -0.56
H6 0.151 4.857 0.487  0.50
C14 0.614 -2.089 3.787  0.47
H7 2.920 0.711 -4.009  0.45
N4 -1.746 0.578 -1.061  0.56
H8 0.477 -2.953 5.730  0.49
H9 2.041 -1.053 -2.137  0.45
C15 2.174 0.867 -3.250  -1.30
C16 -1.457 -1.274 2.896  1.27
N5 0.613 1.799 -1.989  0.04
Cl2 4.632 -2.241 0.916  -0.14
C17 0.360 2.026 2.087  -0.04
C18 2.071 -2.474 0.129  0.08
H10 -0.570 3.753 -1.897  -0.01
H11 4.430 -4.889 -0.156  0.49
Cl3 -0.470 -2.276 -0.807  0.00
H12 2.516 -6.062 -1.179  0.44
H13 0.792 3.994 3.008  0.44
C19 1.021 -3.127 -0.514  0.68
H14 -3.218 -1.506 4.096  0.50
N6 0.457 -0.937 1.585  0.18
N7 -0.032 1.675 0.854  0.77
H15 -3.142 3.062 -2.527  0.50
S1 1.881 -0.865 0.879  0.29
Mn1 -0.265 -0.137 0.056  -0.95
C20 3.470 -4.399 -0.243  -0.58
H16 -4.676 0.794 -2.496  0.45
Cl4 2.314 -2.328 3.648  -0.14
C21 1.732 -0.031 -2.292  -0.13

Computed properties:
**LUMO (alpha / beta)**: -8.85 / -7.45 eV
**<S²>**: 1.06
**Charge**: +2
**E_HOMO (alpha / beta)**: -14.68 / -14.81 eV
**Orbital gap (alpha / beta)**: 5.8 / 7.4 eV
**2S+1**: 2

***

Entry 5:
Entry from OMol25: a molecular structure, C21H16BrClIrN3O7 (the ωB97M-V functional and the def2-TZVPD basis).

Last column: Mulliken charge in e.
CARTESIAN COORDINATES (ANGSTROEM)
H1 -3.774 1.781 -2.385  0.50
H2 -3.945 2.210 0.149  0.40
O1 2.190 -2.362 -2.839  -0.57
Br1 3.180 6.830 -1.362  -0.18
H3 -0.438 1.295 -5.040  0.44
O2 0.292 2.197 2.040  -0.63
C1 -3.717 1.158 0.324  -1.55
O3 0.545 -0.656 1.758  -0.69
H4 0.874 0.384 -3.143  0.51
H5 1.492 -1.463 3.927  0.48
H6 1.669 6.615 3.393  0.41
Ir1 0.351 -0.153 -0.188  1.63
N1 -1.589 0.051 1.879  -1.07
C2 0.859 2.653 1.059  0.82
O4 2.334 -3.230 -0.674  -0.56
C3 1.292 4.769 2.379  -0.48
H7 -3.762 0.953 1.388  0.31
C4 -0.662 -1.572 6.540  -0.32
C5 -0.505 -0.455 2.476  0.72
C6 2.429 5.989 0.169  0.02
H8 2.099 4.117 -0.853  0.49
C7 -2.756 1.491 -2.588  -1.03
C8 0.519 -1.734 5.820  -0.71
C9 -2.376 0.822 -0.201  0.78
C10 -2.217 1.607 -3.839  -0.36
H9 -0.704 -1.873 7.576  0.41
O5 2.177 -0.919 -1.012  -0.71
H10 0.847 4.274 3.230  0.43
H11 2.646 7.718 1.419  0.42
H12 -2.805 1.999 -4.654  0.46
C11 0.585 -1.348 4.499  -0.39
N2 -0.660 0.592 -1.793  -0.07
C12 -1.786 -1.013 5.935  -0.78
Cl1 1.796 -2.261 -1.508  1.89
H13 -2.696 -0.888 6.503  0.41
C13 2.308 6.696 1.360  -0.43
C14 -0.151 0.707 -3.008  0.12
H14 -2.586 -0.174 4.126  0.45
H15 1.384 -2.166 6.300  0.42
O6 0.350 -2.238 -1.417  -0.66
O7 1.021 2.135 -0.066  -0.92
C15 1.993 4.673 0.066  -0.48
C16 1.751 6.075 2.461  -0.54
C17 -0.886 1.213 -4.065  -0.75
C18 -0.553 -0.801 3.880  0.47
H16 -4.479 0.570 -0.191  0.42
C19 1.414 4.086 1.175  0.30
C20 -1.735 -0.621 4.615  -0.18
C21 -1.961 0.978 -1.525  0.55
N3 -1.398 0.287 0.618  0.83

Computed properties:
**LUMO (alpha / beta)**: -5.56 / -7.01 eV
**<S²>**: 0.80
**Charge**: +1
**E_HOMO (alpha / beta)**: -11.00 / -11.00 eV
**Orbital gap (alpha / beta)**: 5.4 / 4.0 eV
**2S+1**: 2

***

Maximum force readings, ordered: 3.37; 1.43; 0.53; 1.78; 4.84 eV Å⁻¹